[1]
DFT (ωB97M-V/def2-TZVPD) results for a structure of composition C46H51BF4IN7O2STaTe.

CARTESIAN COORDINATES (ANGSTROEM)
Ta 0.96 1.76 0.79
C 0.59 -0.02 4.90
C -0.05 0.26 3.58
N -1.30 -0.13 3.37
O 0.59 0.86 2.69
H 0.13 -0.86 5.41
H 0.47 0.87 5.52
H 1.65 -0.19 4.75
H -1.82 -0.65 4.06
H -1.73 0.08 2.48
I 6.98 2.40 2.91
C 5.29 1.75 1.95
C 5.21 0.90 0.86
N 3.92 0.76 0.56
N 3.13 1.47 1.39
C 3.97 2.08 2.23
H 5.98 0.40 0.30
H 3.48 0.18 -0.14
H 3.60 2.72 3.01
F -3.09 2.40 0.18
B -1.82 2.52 0.58
F -1.05 3.50 -0.02
F -1.62 2.54 1.95
F -1.03 1.26 0.17
S 1.28 3.81 2.25
C 1.09 5.24 1.30
N 0.98 6.43 1.88
C 0.88 7.51 0.90
C 0.72 6.73 -0.42
N 1.04 5.36 -0.01
H 1.04 6.56 2.88
H 1.78 8.12 0.91
H 0.01 8.14 1.11
H 1.41 7.07 -1.19
H -0.30 6.77 -0.81
H 0.92 4.55 -0.60
C -5.41 -2.26 5.19
C -4.36 -2.42 4.13
C -3.22 -3.18 4.35
C -2.25 -3.37 3.37
C -1.07 -4.24 3.68
C -2.44 -2.75 2.13
Te -1.06 -3.24 0.64
N -0.33 -1.39 0.49
C 0.90 -1.30 0.07
O 1.52 -0.16 0.14
C 1.72 -2.41 -0.49
C 2.77 -2.93 0.26
C 3.51 -3.99 -0.24
C 3.21 -4.53 -1.48
C 2.17 -4.00 -2.23
C 1.42 -2.94 -1.74
C -2.39 -3.56 -0.97
C -3.00 -4.82 -0.86
C -2.76 -5.77 0.29
C -3.86 -5.22 -1.87
C -4.11 -4.42 -2.98
C -5.06 -4.86 -4.06
C -3.47 -3.19 -3.06
C -2.60 -2.73 -2.07
C -2.02 -1.36 -2.28
C -3.56 -1.93 1.88
C -3.76 -1.14 0.62
C -4.50 -1.79 2.89
H -5.17 -2.84 6.07
H -6.38 -2.58 4.82
H -5.51 -1.21 5.48
H -3.08 -3.66 5.31
H -0.96 -4.34 4.76
H -0.12 -3.84 3.30
H -1.18 -5.25 3.28
H 3.01 -2.51 1.23
H 4.32 -4.41 0.34
H 3.78 -5.36 -1.87
H 1.94 -4.41 -3.21
H 0.61 -2.52 -2.32
H -1.73 -6.12 0.33
H -3.39 -6.65 0.17
H -3.02 -5.33 1.26
H -4.34 -6.19 -1.80
H -5.21 -5.94 -4.03
H -4.69 -4.59 -5.04
H -6.03 -4.38 -3.93
H -3.64 -2.56 -3.92
H -2.74 -0.59 -1.98
H -1.81 -1.22 -3.33
H -1.12 -1.17 -1.71
H -2.84 -0.96 0.07
H -4.19 -0.17 0.86
H -4.46 -1.63 -0.06
H -5.36 -1.16 2.71
N 1.58 2.42 -0.82
C 2.12 2.76 -1.95
C 3.56 3.09 -2.00
C 4.17 3.70 -0.91
C 5.53 3.97 -0.93
C 6.29 3.61 -2.03
C 5.69 2.99 -3.11
C 4.33 2.73 -3.11
C 1.28 2.80 -3.17
C 0.16 1.98 -3.29
C -0.63 2.05 -4.42
C -0.33 2.95 -5.43
C 0.76 3.79 -5.31
C 1.57 3.71 -4.19
H 3.58 3.96 -0.04
H 5.99 4.46 -0.08
H 7.35 3.82 -2.04
H 6.29 2.70 -3.97
H 3.87 2.25 -3.95
H -0.08 1.28 -2.50
H -1.49 1.40 -4.52
H -0.96 3.01 -6.31
H 0.99 4.51 -6.09
H 2.42 4.37 -4.10

* highest occupied orbital energy (alpha / beta): -11.010 / -13.032 eV
* charge: +2
* multiplicity: 2
* <S²>: 0.786

[2]
DFT (ωB97M-V/def2-TZVPD) results for a structure of composition C49H54As2N2O2OsS3Sb.

CARTESIAN COORDINATES (ANGSTROEM)
Os 1.13 0.29 0.66
C 1.05 -0.17 4.40
As 2.02 0.59 2.89
C 2.38 2.40 3.47
C 3.73 -0.29 2.98
C 4.37 -0.53 4.19
C 5.60 -1.18 4.21
C 6.18 -1.59 3.01
C 5.55 -1.34 1.81
C 4.32 -0.69 1.79
As 3.40 -0.26 0.14
C 3.68 -1.83 -0.97
C 4.62 1.00 -0.67
H 1.41 -1.18 4.59
H -0.01 -0.19 4.19
H 1.23 0.43 5.28
H 1.44 2.95 3.54
H 3.03 2.88 2.75
H 2.86 2.38 4.45
H 3.92 -0.22 5.13
H 6.10 -1.37 5.15
H 7.14 -2.09 3.03
H 6.03 -1.65 0.88
H 3.21 -2.70 -0.51
H 4.74 -2.01 -1.09
H 3.24 -1.65 -1.95
H 4.35 1.17 -1.71
H 5.63 0.59 -0.62
H 4.59 1.95 -0.13
O 1.40 2.45 0.47
S 1.71 3.67 -0.40
C 0.09 4.31 -0.96
C -1.08 3.44 -0.51
C -1.39 3.62 0.97
C -2.63 2.83 1.38
S -2.35 1.09 1.82
O -1.03 0.60 1.24
C -2.14 1.21 3.58
C -1.45 2.23 4.22
C -1.33 2.20 5.60
C -1.90 1.17 6.33
C -2.61 0.16 5.69
C -2.73 0.18 4.31
C 2.37 3.15 -1.95
C 3.56 3.73 -2.35
C 4.12 3.37 -3.57
C 3.49 2.42 -4.37
C 2.28 1.85 -3.96
C 1.71 2.22 -2.76
H 0.14 4.41 -2.04
H 0.02 5.32 -0.53
H -0.88 2.39 -0.73
H -1.95 3.73 -1.10
H -1.59 4.67 1.18
H -0.52 3.32 1.57
H -3.34 2.79 0.56
H -3.14 3.25 2.24
H -1.02 3.05 3.66
H -0.80 3.00 6.11
H -1.82 1.17 7.41
H -3.07 -0.63 6.27
H -3.30 -0.59 3.80
H 4.06 4.45 -1.71
H 5.05 3.82 -3.90
H 3.93 2.14 -5.31
H 1.79 1.13 -4.60
H 0.76 1.82 -2.44
C -1.94 -3.35 -6.45
C -1.32 -3.93 -5.35
C -1.29 -3.26 -4.14
C -1.90 -2.01 -4.05
C -2.52 -1.42 -5.14
C -2.54 -2.10 -6.35
Sb -1.97 -1.05 -2.21
C -3.07 -2.18 -0.85
C -2.85 -2.12 0.52
C -3.60 -2.94 1.35
C -4.57 -3.78 0.82
C -4.78 -3.83 -0.55
C -4.02 -3.04 -1.40
C -2.73 0.87 -2.50
C -3.87 1.26 -1.80
C -4.46 2.49 -2.08
C -3.90 3.32 -3.04
C -2.76 2.93 -3.74
C -2.17 1.70 -3.47
H -1.97 -3.88 -7.40
H -0.86 -4.91 -5.44
H -0.81 -3.72 -3.28
H -3.00 -0.45 -5.06
H -3.03 -1.66 -7.21
H -2.09 -1.47 0.93
H -3.44 -2.91 2.42
H -5.16 -4.41 1.48
H -5.53 -4.50 -0.96
H -4.18 -3.10 -2.47
H -4.32 0.60 -1.06
H -5.36 2.79 -1.56
H -4.36 4.27 -3.27
H -2.34 3.57 -4.50
H -1.30 1.39 -4.04
C -0.40 -5.69 -0.17
C 0.04 -4.33 0.22
C 0.49 -4.00 1.49
C 0.85 -2.69 1.77
N 0.76 -1.75 0.82
C 0.35 -2.17 -0.38
S 0.36 -0.76 -1.47
N -0.01 -3.37 -0.73
H -0.45 -6.36 0.69
H 0.30 -6.11 -0.90
H -1.38 -5.64 -0.65
H 0.55 -4.75 2.27
H 1.21 -2.39 2.74

* highest occupied orbital energy: -15.006 eV
* charge: +3

[3]
DFT (ωB97M-V/def2-TZVPD) results for a structure of composition C21H23N9O4STi.

CARTESIAN COORDINATES (ANGSTROEM)
Ti 0.30 0.16 0.17
O 3.99 2.02 0.14
C 2.97 1.35 0.31
N 1.68 1.62 -0.22
C 1.42 2.59 -1.15
C 2.23 3.68 -1.45
C 1.81 4.49 -2.49
C 0.51 4.40 -3.00
C -0.37 3.44 -2.58
C 0.19 2.45 -1.74
N -0.52 1.28 -1.41
C -1.03 0.62 -2.54
O -1.72 1.05 -3.47
C -0.53 -0.79 -2.44
C -0.72 -1.68 -3.52
C -0.17 -2.95 -3.48
C 0.59 -3.34 -2.35
C 0.84 -2.43 -1.37
N 0.20 -1.19 -1.37
C 3.00 0.04 0.96
C 4.20 -0.49 1.47
C 4.20 -1.62 2.27
C 2.97 -2.22 2.61
C 1.83 -1.68 2.13
N 1.84 -0.68 1.19
H 3.19 3.77 -0.91
H 2.45 5.30 -2.88
H 0.25 5.08 -3.80
H -1.36 3.31 -3.03
H -1.27 -1.28 -4.37
H -0.31 -3.64 -4.32
H 0.97 -4.36 -2.29
H 1.59 -2.59 -0.61
H 5.10 0.07 1.18
H 5.11 -2.07 2.64
H 2.92 -3.15 3.16
H 0.83 -2.00 2.44
N -0.95 -0.13 4.38
N -1.80 0.99 4.08
C -1.66 1.77 2.99
N -2.74 2.50 2.65
S -0.25 1.87 2.02
H -0.73 -0.06 5.35
H -0.09 -0.01 3.79
H -2.73 0.80 4.46
H -3.64 2.40 3.13
H -2.68 3.08 1.82
C -3.91 -0.02 -0.25
O -3.47 -1.36 -0.52
C -2.39 -1.84 0.12
O -1.49 -1.12 0.70
N -2.29 -3.17 -0.03
N -1.14 -3.81 0.50
H -5.00 -0.13 -0.23
H -3.58 0.61 -1.09
H -3.54 0.39 0.70
H -2.91 -3.66 -0.65
H -1.44 -4.55 1.13
H -0.73 -3.09 1.07

* highest occupied orbital energy (alpha / beta): -9.543 / -9.537 eV
* charge: +1
* multiplicity: 2
* <S²>: 0.758